Entry from the Open Molecules 2025 dataset: a single C7H11N3O molecule (wB97M-V/def2-TZVPD).

```
22
Properties=species:S:1:pos:R:3
C 0.219 0.665 -0.051
C 0.014 -0.628 -0.122
C 1.572 1.232 -0.014
C -0.940 1.625 0.131
C -1.232 -1.369 -0.274
C -2.226 0.965 -0.364
C -2.386 -0.451 0.188
N 2.593 0.299 -0.183
N 2.434 -0.994 -0.491
N 3.021 -1.846 0.383
O 1.848 2.404 0.147
H -1.022 1.881 1.192
H -0.728 2.547 -0.413
H -1.358 -1.639 -1.325
H -1.223 -2.293 0.311
H -3.082 1.573 -0.057
H -2.217 0.927 -1.456
H -3.335 -0.877 -0.142
H -2.389 -0.414 1.279
H 3.460 0.586 0.271
H 3.275 -2.724 -0.046
H 3.704 -1.468 1.037
```

Its total charge is 0. As for the LUMO energy (alpha / beta): 0.515 / 0.525 eV.

Entry from the Open Molecules 2025 dataset: 2 unconnected molecules or ions with the total composition C4H10BNO (wB97M-V/def2-TZVPD).

```
17
Properties=species:S:1:pos:R:3
B 3.526 -0.731 -0.116
C 0.426 1.724 0.101
C -0.633 0.825 -0.425
C -1.761 -1.430 0.300
C -0.578 -0.775 -0.451
N -0.718 1.380 0.917
O 2.473 -1.268 -0.282
H 4.658 -0.434 -0.234
H 1.395 1.519 0.445
H 0.347 2.769 -0.281
H -1.170 1.202 -1.309
H -2.705 -1.120 -0.073
H -1.753 -1.037 1.364
H -1.798 -2.536 0.339
H -0.700 -1.105 -1.462
H 0.401 -1.148 0.046
H -1.407 2.165 1.122
```

Its total charge is 0. As for the LUMO energy: 0.613 eV.

Entry from the Open Molecules 2025 dataset: 2 unconnected molecules or ions with the total composition CH7N6 (wB97M-V/def2-TZVPD).

```
14
Properties=species:S:1:pos:R:3
C -0.259 0.258 0.552
N -0.884 -0.021 1.700
N -0.725 -3.053 0.783
N -1.567 -2.471 1.460
N -1.709 -1.226 1.748
N 0.417 0.553 -0.353
N 1.596 1.871 -2.296
H -0.860 0.589 2.503
H 0.218 -2.651 0.640
H -2.595 -1.051 2.290
H 1.030 1.075 -1.633
H 2.528 1.911 -1.799
H 1.752 1.518 -3.215
H 1.059 2.698 -2.379
```

Its total charge is +1. As for the LUMO energy: -3.388 eV.

Entry from the Open Molecules 2025 dataset: a molecular structure, CHBr3ClCu (wB97M-V/def2-TZVPD).

```
7
Properties=species:S:1:pos:R:3
Cu 2.877 1.183 1.743
Cl 1.051 0.611 1.508
C -0.667 -0.314 -0.548
Br 0.343 -1.756 -1.535
Br -2.257 -0.911 0.482
Br -1.313 1.012 -1.842
H -0.034 0.175 0.192
```

Its total charge is +1. As for the spin multiplicity: 2. As for the LUMO energy (alpha / beta): -4.956 / -9.762 eV.

Entry from the Open Molecules 2025 dataset: a molecular structure, C18H25N4O6P2Ru (wB97M-V/def2-TZVPD).

```
56
Properties=species:S:1:pos:R:3
Ru 0.388 -0.184 -0.640
N 0.036 -2.140 -1.278
C 0.974 -2.654 -2.313
C 1.960 -1.626 -2.844
O 2.811 -1.833 -3.728
O 1.778 -0.417 -2.250
H 0.004 -2.746 -0.479
H -0.899 -2.074 -1.718
H 0.438 -3.123 -3.155
H 1.614 -3.473 -1.901
O -4.719 -3.215 -1.108
C -3.797 -2.647 -1.566
O -3.058 -2.116 -2.305
C -1.944 -2.524 2.898
O -3.026 -2.382 3.256
O -0.796 -2.605 2.827
C 2.236 -2.614 1.315
P 1.958 -0.856 0.918
C 3.544 -0.216 0.261
C 1.597 0.113 2.472
C 2.140 -0.214 3.753
C 1.730 0.433 4.919
C 0.652 1.277 4.848
C 0.114 1.620 3.610
C 0.596 1.086 2.384
P -0.062 1.482 0.697
C -1.807 1.835 0.995
C 0.865 2.978 0.193
H 3.197 -2.748 1.855
H 2.228 -3.195 0.377
H 1.393 -2.932 1.974
H 4.176 0.115 1.094
H 3.306 0.632 -0.377
H 4.040 -1.010 -0.308
H 2.892 -0.981 3.787
H 2.215 0.235 5.868
H 0.211 1.676 5.769
H -0.727 2.302 3.634
H -1.948 2.616 1.763
H -2.252 0.879 1.323
H -2.240 2.132 0.020
H 1.680 3.108 0.933
H 0.250 3.891 0.222
H 1.303 2.844 -0.797
N -4.129 2.028 -2.592
C -2.851 1.740 -3.015
C -2.090 0.858 -2.212
N -0.767 0.751 -2.344
C -0.214 1.320 -3.428
C -1.021 2.142 -4.240
N -2.331 2.375 -4.067
H -4.611 1.434 -1.870
H -4.721 2.512 -3.255
H -2.560 0.304 -1.391
H 0.846 1.228 -3.621
H -0.602 2.579 -5.163
```

Its total charge is 0. As for the spin multiplicity: 6. As for the LUMO energy (alpha / beta): -0.640 / -1.547 eV.

Entry from the Open Molecules 2025 dataset: a gas-phase ion, C9H15N2O2 (charge +1) (wB97M-V/def2-TZVPD).

```
28
Properties=species:S:1:pos:R:3
C -0.164 -0.927 1.353
C 1.203 -1.352 1.084
C 2.051 -0.042 0.812
C 1.616 -0.132 -0.657
C 0.831 -1.427 -0.386
C 1.662 1.233 1.513
C 2.696 -0.234 -1.704
C -5.316 0.335 -0.288
C -1.712 -0.905 -0.619
N -0.599 -0.999 0.115
N -2.845 -0.436 -0.035
O -2.945 -0.274 1.134
O -3.951 -0.204 -0.846
H -0.775 -0.591 2.148
H 1.602 -2.073 1.659
H 3.171 -0.084 0.841
H 0.956 0.739 -0.913
H 0.818 -2.312 -0.963
H 0.702 1.665 1.111
H 2.526 1.945 1.382
H 1.412 0.841 2.466
H 3.517 -0.834 -1.553
H 2.995 0.818 -1.947
H 2.262 -0.695 -2.644
H -5.970 -0.302 -0.830
H -5.245 0.249 0.755
H -5.342 1.314 -0.657
H -1.692 -1.292 -1.566
```

Its total charge is +1. As for the LUMO energy: -4.480 eV.

Entry from the Open Molecules 2025 dataset: a molecular structure, C19H25BHoN3O7PS2 (wB97M-V/def2-TZVPD).

```
59
Properties=species:S:1:pos:R:3
Ho 1.176 0.826 -0.171
O -2.271 0.196 1.568
S -1.035 0.395 0.905
O -0.114 1.443 1.511
O -1.112 0.829 -0.530
O -0.105 -0.788 0.827
O 4.146 -1.318 0.146
B 3.518 -0.048 0.186
O 4.404 0.866 0.797
C 5.548 0.152 1.122
C 6.691 0.602 1.736
C 7.697 -0.344 1.947
C 7.540 -1.670 1.551
C 6.368 -2.102 0.927
C 5.392 -1.155 0.731
H 6.802 1.634 2.040
H 8.616 -0.042 2.430
H 8.337 -2.378 1.732
H 6.234 -3.130 0.617
C 0.790 -4.929 -1.852
N 1.906 -4.133 -1.167
C 3.027 -3.866 -2.192
N 2.508 -3.236 -3.354
C 1.424 -4.022 -3.938
N 0.315 -4.240 -3.003
C -0.422 -3.002 -2.686
P 0.668 -1.745 -1.887
C 1.357 -2.851 -0.595
C 2.073 -1.853 -3.082
H 0.008 -5.075 -1.110
H 1.234 -5.884 -2.130
H 2.297 -4.688 -0.406
H 3.443 -4.847 -2.422
H 3.757 -3.244 -1.678
H 1.812 -4.994 -4.245
H 1.045 -3.502 -4.816
H -1.256 -3.230 -2.019
H -0.850 -2.596 -3.602
H 0.557 -3.119 0.097
H 2.150 -2.367 -0.028
H 2.915 -1.278 -2.695
H 1.773 -1.387 -4.022
C 0.505 4.117 -3.237
S -0.061 2.815 -2.184
O 1.125 1.799 -2.166
C 0.139 3.636 -0.612
C 1.395 3.702 -0.014
C 1.522 4.323 1.219
C 0.404 4.864 1.835
C -0.839 4.798 1.221
C -0.983 4.174 -0.009
H 1.543 4.338 -2.989
H -0.135 4.982 -3.056
H 0.407 3.783 -4.269
H 2.282 3.335 -0.521
H 2.493 4.374 1.694
H 0.500 5.335 2.804
H -1.710 5.214 1.711
H -1.960 4.078 -0.468
```

Its total charge is +1. As for the spin multiplicity: 5. As for the LUMO energy (alpha / beta): -2.458 / -2.457 eV.

Entry from the Open Molecules 2025 dataset: a molecular structure, C34H72F15N3O18PS5 (wB97M-V/def2-TZVPD).

```
148
Properties=species:S:1:pos:R:3
C -0.358 1.265 -1.985
C -1.528 0.519 -1.469
O -2.610 1.021 -1.409
N -1.252 -0.889 -1.078
H -2.022 -1.574 -1.125
H -0.477 -1.286 -1.619
C -0.723 -0.958 0.357
H -0.551 2.337 -1.972
H -0.108 1.109 -3.036
H 0.579 1.093 -1.454
H -0.521 -2.016 0.505
H -1.434 -0.643 1.114
H 0.204 -0.395 0.415
C -0.914 3.586 -8.788
N -0.033 2.376 -8.955
C -0.727 1.411 -9.903
C 1.311 2.779 -9.500
C 0.065 1.641 -7.584
C 0.779 2.468 -6.507
O 0.773 1.639 -5.368
H -0.307 4.265 -8.193
H -1.886 3.388 -8.344
H -1.043 4.068 -9.757
H -0.924 1.957 -10.824
H -1.677 1.122 -9.461
H -0.007 0.603 -10.004
H 1.057 3.334 -10.405
H 2.017 1.978 -9.697
H 1.714 3.561 -8.859
H 0.621 0.755 -7.894
H -0.945 1.294 -7.371
H 0.222 3.392 -6.372
H 1.833 2.586 -6.766
H 1.062 0.742 -5.577
C 1.571 6.027 -3.662
N 0.614 6.490 -2.586
C 1.406 6.698 -1.297
C 0.098 7.880 -3.006
C -0.558 5.536 -2.370
C -1.265 5.092 -3.648
O -1.719 6.196 -4.416
H 1.822 5.034 -3.288
H 2.447 6.665 -3.750
H 1.088 5.901 -4.628
H 1.967 5.771 -1.196
H 0.643 6.807 -0.527
H 2.065 7.550 -1.432
H 0.779 8.685 -2.737
H -0.826 8.091 -2.473
H -0.052 7.820 -4.079
H -1.147 6.035 -1.600
H -0.141 4.678 -1.835
H -2.168 4.531 -3.394
H -0.708 4.439 -4.317
H -2.383 6.723 -3.963
C 4.042 -4.632 8.397
C 3.253 -3.332 8.122
C 2.602 -3.442 6.734
C 1.795 -2.193 6.299
P 0.534 -2.434 4.925
C -0.124 -4.159 5.002
C -1.433 -4.422 4.227
C -1.692 -5.947 4.212
C -2.215 -6.569 5.499
C -0.926 -1.373 5.116
C -0.443 0.129 5.060
C -1.563 1.160 4.856
C -2.564 0.751 3.814
C 1.299 -2.354 3.234
C 2.297 -3.483 2.972
C 2.789 -3.623 1.550
C 4.065 -4.445 1.367
H 3.429 -5.529 8.287
H 4.379 -4.562 9.430
H 4.788 -4.741 7.610
H 3.994 -2.533 8.103
H 2.469 -3.199 8.869
H 1.950 -4.317 6.698
H 3.450 -3.717 6.103
H 2.388 -1.319 6.021
H 1.123 -1.871 7.100
H -0.334 -4.223 6.077
H 0.651 -4.899 4.815
H -1.220 -4.140 3.196
H -2.295 -3.931 4.672
H -0.740 -6.430 3.986
H -2.473 -6.146 3.477
H -2.340 -7.652 5.454
H -3.178 -6.199 5.857
H -1.509 -6.385 6.315
H -1.390 -1.520 6.094
H -1.658 -1.668 4.362
H 0.400 0.226 4.373
H 0.044 0.283 6.027
H -1.051 2.100 4.654
H -2.142 1.115 5.783
H -3.101 1.512 3.249
H -3.203 0.011 4.289
H -1.992 0.318 2.985
H 1.740 -1.357 3.156
H 0.427 -2.342 2.573
H 1.975 -4.502 3.214
H 3.099 -3.463 3.721
H 3.007 -2.692 1.021
H 1.944 -4.003 0.969
H 4.330 -4.632 0.331
H 4.036 -5.365 1.964
H 4.889 -3.981 1.919
C 3.365 -2.992 -1.868
F 3.910 -4.228 -1.970
F 3.496 -2.599 -0.610
F 4.003 -2.196 -2.736
S 1.528 -2.996 -2.377
O 1.312 -1.576 -2.618
O 1.468 -3.900 -3.512
O 0.817 -3.573 -1.243
C 1.382 0.744 2.862
F 1.719 -0.355 2.162
F 1.585 1.772 2.064
F 0.097 0.627 3.219
S 2.514 0.782 4.404
O 2.225 1.996 5.133
O 2.245 -0.467 5.127
O 3.872 0.721 3.872
C -3.111 3.564 1.456
F -3.678 4.034 2.550
F -3.141 2.226 1.431
F -3.810 4.026 0.400
S -1.333 4.178 1.464
O -1.381 5.617 1.165
O -0.854 3.800 2.780
O -0.718 3.395 0.375
C -4.795 -1.440 1.628
F -6.047 -1.835 1.359
F -4.610 -0.264 1.029
F -4.719 -1.314 2.965
S -3.462 -2.738 1.066
O -2.243 -2.346 1.759
O -3.981 -4.022 1.483
O -3.287 -2.541 -0.358
C -2.345 -1.003 -5.163
F -3.621 -0.643 -4.999
F -2.083 -0.855 -6.485
F -1.492 -0.301 -4.443
S -2.100 -2.825 -4.684
O -1.810 -2.747 -3.240
O -3.323 -3.498 -5.054
O -0.921 -3.283 -5.439
```

Its total charge is -1. As for the LUMO energy: -0.345 eV.

Entry from the Open Molecules 2025 dataset: a molecular structure, C38H40ClF21INO17 (wB97M-V/def2-TZVPD).

```
119
Properties=species:S:1:pos:R:3
O -2.934 3.031 -1.941
C -2.486 3.001 -0.784
Cl -3.332 4.048 0.493
C -1.231 2.156 -0.271
C -1.133 0.682 -0.897
C -2.397 -0.109 -1.401
C -2.253 -1.569 -1.972
C -0.830 -2.167 -2.010
C 0.423 -1.370 -1.542
C 0.313 0.069 -0.962
C 1.668 -2.368 -1.812
O 2.862 -2.064 -2.072
N 1.037 -3.729 -1.731
I 0.841 -3.931 0.329
C -0.259 -3.576 -2.485
O -0.658 -4.420 -3.306
H -1.388 2.007 0.867
H -0.239 2.737 -0.363
H -3.451 0.334 -1.377
H -3.133 -2.196 -2.321
H 1.247 0.619 -0.623
C -3.077 -1.429 6.182
C -2.916 -2.685 5.347
O -1.764 -2.594 4.490
C -0.568 -2.763 5.084
O -0.416 -2.979 6.260
C 0.556 -2.673 4.058
F 0.446 -1.587 3.265
F 0.574 -3.748 3.236
F 1.775 -2.605 4.623
H -3.117 -0.546 5.539
H -3.989 -1.477 6.780
H -2.231 -1.289 6.859
H -3.784 -2.800 4.695
H -2.861 -3.583 5.969
C 2.443 -4.591 7.591
C 2.751 -6.076 7.553
O 2.395 -6.711 8.792
C 1.079 -6.925 8.987
O 0.218 -6.620 8.200
C 0.836 -7.631 10.317
F 1.487 -7.040 11.341
F 1.254 -8.915 10.288
F -0.464 -7.660 10.659
H 2.937 -4.121 8.445
H 2.775 -4.103 6.674
H 1.372 -4.408 7.707
H 3.826 -6.220 7.423
H 2.256 -6.572 6.713
C -4.733 0.577 -7.138
C -4.427 -0.909 -7.170
O -4.782 -1.538 -5.927
C -6.098 -1.750 -5.729
O -6.960 -1.448 -6.515
C -6.337 -2.448 -4.394
F -5.683 -1.850 -3.374
F -5.921 -3.731 -4.416
F -7.637 -2.476 -4.046
H -4.237 1.051 -6.287
H -4.400 1.059 -8.059
H -5.804 0.761 -7.024
H -3.352 -1.055 -7.299
H -4.922 -1.409 -8.007
C 2.684 1.200 -3.968
C 2.857 2.647 -3.547
O 2.330 3.542 -4.544
C 0.988 3.648 -4.588
O 0.235 3.051 -3.859
C 0.561 4.647 -5.658
F 1.165 4.425 -6.845
F 0.862 5.915 -5.305
F -0.763 4.620 -5.898
H 3.138 1.037 -4.949
H 3.143 0.529 -3.240
H 1.630 0.925 -4.062
H 3.920 2.872 -3.452
H 2.399 2.846 -2.573
C 3.179 7.143 -4.139
C 4.533 7.414 -3.512
O 4.396 7.826 -2.141
C 4.113 6.847 -1.260
O 3.974 5.686 -1.556
C 4.025 7.403 0.158
F 3.241 8.498 0.234
F 5.237 7.765 0.631
F 3.522 6.514 1.034
H 2.529 8.016 -4.040
H 3.285 6.894 -5.195
H 2.669 6.314 -3.643
H 5.019 8.238 -4.040
H 5.197 6.548 -3.587
C 9.066 3.101 0.262
C 8.406 1.736 0.310
O 7.220 1.705 -0.502
C 7.421 1.631 -1.833
O 8.507 1.592 -2.354
C 6.091 1.573 -2.578
F 5.227 2.532 -2.171
F 5.465 0.392 -2.398
F 6.231 1.729 -3.907
H 8.355 3.879 0.551
H 9.927 3.137 0.932
H 9.408 3.344 -0.746
H 8.090 1.521 1.334
H 9.094 0.940 0.012
C -8.110 -2.496 0.062
C -7.372 -1.266 0.555
O -7.306 -1.241 1.992
C -6.412 -2.079 2.553
O -5.694 -2.821 1.932
C -6.415 -1.935 4.072
F -7.657 -1.978 4.595
F -5.876 -0.763 4.469
F -5.711 -2.907 4.687
H -9.103 -2.552 0.516
H -8.215 -2.475 -1.024
H -7.585 -3.414 0.337
H -7.917 -0.370 0.251
H -6.369 -1.194 0.125
```

Its total charge is 0. As for the LUMO energy: -1.141 eV.

Number 1: maximum force 1.9 eV/A, total energy -512.68633 Eh. Number 2: maximum force 2.8 eV/A, total energy -313.20874 Eh. Number 3: maximum force 4.6 eV/A, total energy -370.44047 Eh. Number 4: maximum force 3.5 eV/A, total energy -9861.00488 Eh. Number 5: maximum force 3.2 eV/A, total energy -2148.86158 Eh. Number 6: maximum force 3.8 eV/A, total energy -611.43256 Eh. Number 7: maximum force 1.6 eV/A, total energy -3540.48374 Eh. Number 8: maximum force 11.1 eV/A, total energy -6687.21353 Eh. Number 9: maximum force 5.6 eV/A, total energy -5660.81748 Eh.